ORCA calculation (wB97M-V/def2-TZVPD) on a structure of composition C6H5N3S3 at a distorted geometry.

```
17
C6H5N3S3 | the Open Molecules 2025 dataset | wB97M-V/def2-TZVPD
C -1.62 0.57 0.29
C 0.51 0.75 -0.56
H 0.02 -2.51 0.56
C -0.70 1.37 -0.37
H -0.99 2.31 -0.71
N 2.46 0.39 -1.03
H -3.64 0.42 2.05
C -0.14 -1.41 0.33
N 1.58 1.34 -1.10
S 4.62 0.68 -1.67
C 0.81 -0.59 -0.27
H -2.63 0.92 0.34
S -3.19 -0.50 2.99
H 4.78 -0.50 -2.30
C -1.31 -0.79 0.64
N 2.08 -0.81 -0.66
S -2.62 -1.65 1.49
```

Molar mass in g/mol: 215.328
LUMO energy (alpha / beta) in eV: -0.10 / -4.31
DFT total energy in hartree: -1590.2753
Multiplicity: 3
Orbital gap (alpha / beta) in eV: 7.84 / 3.71
Maximum force in eV Å⁻¹: 4.3